Arrangement 1

The following is a DFT calculation (wB97M-V/def2-TZVPD) of a molecular structure, C4H8NO2.

Total charge: -1
2S+1: 1
Kohn-Sham gap (eV): 5.6
E_HOMO (Eh): -0.0815

Element x y z (Å)
C: 0.9484 0.2675 -0.5785
N: -0.0802 -0.3436 -0.2525
C: 1.6739 -0.2642 -1.8334
C: -0.7778 0.2735 0.9021
C: -1.8105 -0.6480 1.6310
O: -2.4185 0.0186 2.6105
O: 1.6152 1.3777 -0.0525
H: 0.8858 1.5482 -0.8482
H: 2.6283 -0.7715 -1.9033
H: 0.9568 -1.0062 -2.1966
H: 1.5210 0.5042 -2.5991
H: -0.0786 0.4356 1.7282
H: -1.3253 1.1812 0.6468
H: -1.2090 -1.5573 1.9009
H: -2.5294 -1.0158 0.8444

=====

Arrangement 2

The following is a DFT calculation (wB97M-V/def2-TZVPD) of a gas-phase ion, C4H8NO2 (charge -1).

Total charge: -1
Structure (SMILES): CN[C@@H](C)C(=O)[O-]
2S+1: 1
Kohn-Sham gap (eV): 8.1
E_HOMO (Eh): -0.1460

Element x y z (Å)
C: 1.4214 1.1773 -0.5678
N: -0.0627 1.0978 -0.3303
C: -1.2478 -1.1090 -0.5273
C: -0.6194 -0.0351 0.4014
C: 0.2160 -0.6092 1.5671
O: -0.4214 -1.0972 2.5387
O: 1.4654 -0.6167 1.3326
H: 1.8605 0.4520 -1.1976
H: 2.1190 1.1192 0.3628
H: 1.6178 2.1907 -1.0585
H: -0.4089 1.1785 -1.2681
H: -0.7539 -1.3282 -1.4780
H: -1.3091 -2.0858 -0.0288
H: -2.2596 -0.8263 -0.7297
H: -1.6172 0.4922 0.9836

=====

Which of them is the most stable? Correct choice: arrangement 2.